Density functional theory data (the ωB97M-V functional and the def2-TZVPD basis) for a cluster of 2 separate species, CHO3S in total.

```
6
Properties=species:S:1:pos:R:3
C -0.149 1.081 -0.512
O -0.197 1.584 -1.581
O -0.169 1.166 0.675
O -0.044 -0.918 -0.726
S -0.366 -1.570 0.648
H 0.924 -1.343 1.497
```

Computed properties:
2S+1 = 1
LUMO energy = 3.99 eV
total charge = -1
ΔE to the lowest compared entry with this formula, charge and spin = 80.63 kJ/mol
molecular weight = 93.1 g mol⁻¹
calculated total energy = -18031.498 eV

***

Density functional theory data (the ωB97M-V functional and the def2-TZVPD basis) for the ion C6H8N3O with charge +1.

```
18
Properties=species:S:1:pos:R:3
C 1.074 1.485 1.106
C 0.727 0.483 1.904
C 0.636 2.062 -0.124
C -0.005 -0.704 1.798
C -0.188 1.487 -1.025
C -0.446 -1.442 -0.492
N -0.718 -1.134 0.744
N -0.720 1.019 -1.946
N -1.343 -1.387 -1.561
O 0.640 -2.125 -0.713
H 1.704 2.361 1.413
H 1.135 0.668 2.923
H 1.247 2.921 -0.520
H 0.119 -1.349 2.692
H -1.588 0.877 -2.426
H 1.286 -2.291 -0.011
H -2.285 -0.978 -1.341
H -1.276 -1.955 -2.420
```

Computed properties:
2S+1 = 1
LUMO energy = -4.99 eV
total charge = +1
ΔE to the lowest compared entry with this formula, charge and spin = 352.80 kJ/mol
SMILES = N=C=C/C=C\C=N/C(=[NH2+])O
molecular weight = 138.2 g mol⁻¹
calculated total energy = -12859.564 eV